{"formula": "C9H14O", "method": "the ωB97M-V functional and the def2-TZVPD basis", "total_energy_ha": -426.51530, "homo_lumo_gap_ev": 9.319, "de_lowest_kj_mol": 150.9, "lumo_energy_ha": 0.032, "smiles": "Cc1ccc(O)cc1.CC", "symbols": ["C", "C", "C", "C", "C", "O", "C", "C", "H", "H", "H", "H", "H", "H", "H", "H", "C", "C", "H", "H", "H", "H", "H", "H"], "positions_angstrom": [[-2.593, -0.204, 2.495], [-1.780, -0.007, 1.206], [-1.437, -1.070, 0.406], [-0.610, -0.848, -0.723], [-0.195, 0.474, -0.998], [0.719, 0.583, -2.037], [-0.658, 1.628, -0.233], [-1.469, 1.303, 0.842], [-2.301, 0.491, 3.183], [-2.235, -1.134, 2.871], [-3.692, -0.212, 2.432], [-1.851, -2.008, 0.665], [-0.501, -1.699, -1.553], [1.290, 1.347, -1.742], [-0.278, 2.664, -0.419], [-1.804, 2.041, 1.623], [3.284, -0.342, 0.118], [3.151, -1.220, -1.060], [3.403, 0.654, -0.166], [2.392, -0.440, 0.760], [4.190, -0.634, 0.674], [2.598, -0.548, -1.847], [2.682, -2.121, -0.941], [4.187, -1.346, -1.554]], "lowdin_charge": [-0.04, -0.29, -0.05, -0.02, -0.31, -0.03, -0.01, -0.07, 0.03, 0.06, 0.09, 0.10, 0.16, 0.12, 0.12, 0.13, -0.19, -0.19, 0.04, 0.08, 0.07, 0.08, 0.03, 0.09]}

{"formula": "C11H17ClIMnNO2PS", "method": "the ωB97M-V functional and the def2-TZVPD basis", "charge": 2, "s2": 6.267, "total_energy_ha": -3282.43787, "spin_multiplicity": 5, "homo_lumo_gap_ev": [6.271, 7.181], "de_lowest_kj_mol": 23.1, "lumo_energy_ha": [-0.313, -0.297], "symbols": ["C", "C", "H", "H", "H", "O", "I", "Mn", "P", "C", "C", "H", "H", "H", "C", "H", "H", "H", "H", "H", "H", "C", "O", "Cl", "S", "C", "N", "C", "C", "C", "C", "H", "H", "H", "H", "H"], "positions_angstrom": [[-1.103, -2.709, -4.744], [-0.609, -1.455, -4.216], [-1.123, -2.763, -5.846], [-2.105, -2.852, -4.304], [-0.436, -3.519, -4.395], [-0.708, -0.284, -4.421], [1.081, -2.252, -2.447], [0.377, -0.784, -0.751], [-1.819, 0.705, -0.225], [-1.670, 2.515, -0.321], [-2.902, 0.168, -1.588], [-3.215, -0.502, 1.384], [-3.798, 1.174, 1.083], [-2.381, 0.914, 2.135], [-2.912, 0.544, 1.247], [-3.030, -0.924, -1.513], [-3.868, 0.672, -1.472], [-2.678, 2.948, -0.348], [-1.097, 2.792, -1.216], [-2.437, 0.426, -2.552], [-1.131, 2.856, 0.577], [0.980, 0.970, -0.659], [1.579, 1.971, -0.445], [-0.978, -2.037, 0.515], [2.402, -1.234, 0.240], [2.607, -0.440, 1.743], [3.498, 0.611, 1.752], [3.900, 1.218, 2.918], [3.335, 0.793, 4.105], [2.473, -0.327, 4.139], [2.120, -0.936, 2.942], [3.845, 0.943, 0.864], [4.680, 1.990, 2.818], [3.593, 1.314, 5.034], [2.093, -0.720, 5.086], [1.435, -1.786, 2.879]], "lowdin_spin": [0.01, 0.03, 0.00, 0.00, 0.00, 0.02, 0.12, 3.79, -0.17, -0.03, -0.01, 0.00, -0.01, 0.00, -0.02, 0.00, 0.00, -0.01, 0.00, 0.00, 0.00, 0.05, 0.06, 0.04, 0.07, 0.02, 0.01, 0.00, 0.00, 0.00, 0.01, 0.00, 0.00, 0.00, 0.00, 0.00]}

{"formula": "C4H7NO", "method": "the ωB97M-V functional and the def2-TZVPD basis", "total_energy_ha": -286.45128, "homo_lumo_gap_ev": 9.419, "de_lowest_kj_mol": 473.6, "lumo_energy_ha": 0.036, "symbols": ["C", "O", "C", "C", "N", "C", "H", "H", "H", "H", "H", "H", "H"], "positions_angstrom": [[1.387, 0.119, -0.069], [0.652, 1.327, -0.065], [-0.603, 1.041, 0.494], [-1.007, -0.344, -0.024], [-0.341, -0.931, -1.542], [0.360, -0.986, -0.366], [1.874, -0.055, 0.905], [2.150, 0.195, -0.849], [-0.555, 0.980, 1.594], [-1.290, 1.843, 0.214], [-1.614, -1.002, 0.598], [-1.546, -0.235, -1.025], [0.533, -1.953, 0.135]], "lowdin_charge": [-0.16, -0.12, -0.18, -0.17, 0.11, -0.40, 0.12, 0.13, 0.13, 0.13, 0.14, 0.14, 0.14]}

{"formula": "C6H14N2", "method": "the ωB97M-V functional and the def2-TZVPD basis", "total_energy_ha": -346.37110, "homo_lumo_gap_ev": 9.316, "de_lowest_kj_mol": 409.7, "lumo_energy_ha": 0.034, "symbols": ["C", "C", "N", "C", "C", "H", "H", "H", "H", "H", "H", "H", "H", "H", "C", "C", "N", "H", "H", "H", "H", "H"], "positions_angstrom": [[-0.807, 1.601, -1.616], [-2.315, 1.778, -1.421], [0.008, 1.752, -0.410], [0.290, -0.807, 1.917], [0.658, -2.181, 2.167], [-0.442, 2.317, -2.356], [-0.104, 2.685, -0.027], [-0.328, 1.125, 0.315], [0.100, 0.102, 2.461], [-2.545, 2.777, -1.043], [-2.703, 1.056, -0.698], [-2.849, 1.640, -2.363], [1.281, -2.470, 3.010], [-0.013, -2.941, 1.775], [1.161, -1.769, -0.483], [1.278, -1.398, 0.961], [2.150, -0.507, 1.537], [2.366, 0.225, 0.847], [-0.605, 0.605, -2.026], [1.251, -0.874, -1.103], [1.963, -2.458, -0.759], [0.207, -2.260, -0.684]], "lowdin_charge": [-0.35, -0.11, -0.01, -0.04, -0.08, 0.10, 0.06, 0.03, 0.09, 0.07, 0.07, 0.07, 0.10, 0.10, -0.02, -0.59, 0.13, 0.07, 0.09, 0.07, 0.08, 0.08]}

{"formula": "C7H8N2O2", "method": "the ωB97M-V functional and the def2-TZVPD basis", "total_energy_ha": -531.15595, "homo_lumo_gap_ev": 8.070, "de_lowest_kj_mol": 1058.4, "lumo_energy_ha": -0.002, "symbols": ["C", "C", "C", "C", "C", "C", "C", "H", "H", "H", "H", "H", "H", "H", "H", "N", "N", "O", "O"], "positions_angstrom": [[-2.493, 1.294, -0.211], [-0.487, -0.143, -0.329], [0.182, 0.889, 0.269], [1.675, 0.770, 0.532], [2.472, -0.279, 0.099], [1.733, -1.574, -0.220], [0.268, -1.341, -0.559], [-2.900, 1.828, 1.064], [-1.856, 2.398, -1.083], [-3.515, 0.520, -0.884], [-0.195, 1.859, 0.518], [2.018, 1.597, 0.943], [4.318, 0.487, 0.085], [2.123, -2.728, -0.485], [-0.516, -2.195, -0.749], [-1.806, -0.032, -0.154], [-2.664, -1.042, 0.193], [-2.146, -1.977, 0.826], [3.788, -0.331, 0.143]], "lowdin_charge": [-0.12, -0.34, -0.01, 0.01, -0.35, 0.05, -0.01, 0.16, 0.21, 0.17, 0.07, 0.04, 0.14, 0.16, 0.12, -0.27, -0.04, -0.05, 0.06]}

{"formula": "C39H47GeN4O4TeW", "method": "the ωB97M-V functional and the def2-TZVPD basis", "charge": 1, "s2": 2.452, "total_energy_ha": -4446.04472, "spin_multiplicity": 3, "homo_lumo_gap_ev": [6.374, 6.759], "de_lowest_kj_mol": 534.5, "lumo_energy_ha": [-0.152, -0.149], "symbols": ["W", "C", "C", "C", "C", "C", "C", "C", "C", "C", "C", "N", "C", "C", "C", "C", "C", "N", "H", "H", "H", "H", "H", "H", "H", "H", "H", "H", "H", "H", "H", "H", "H", "H", "H", "C", "C", "C", "C", "C", "C", "O", "N", "C", "O", "N", "C", "O", "H", "H", "H", "H", "H", "H", "H", "H", "H", "H", "H", "Ge", "C", "C", "C", "C", "C", "C", "C", "C", "C", "C", "C", "C", "H", "H", "H", "H", "H", "H", "H", "H", "H", "H", "H", "C", "C", "C", "O", "C", "H", "H", "H", "H", "H", "H", "H", "H", "Te"], "positions_angstrom": [[0.171, 0.248, -0.942], [0.657, 3.269, 0.938], [-0.667, 1.214, 2.087], [0.164, 0.080, 2.545], [-0.166, -0.736, 3.568], [0.835, -1.466, 4.233], [2.186, -1.244, 3.899], [2.608, -0.358, 2.952], [4.089, -0.198, 2.741], [4.641, 1.158, 3.196], [1.563, 0.437, 2.183], [1.697, 0.346, 0.703], [2.821, 0.779, 0.187], [3.042, 0.636, -1.178], [4.131, 0.890, -2.010], [3.766, 0.434, -3.270], [2.464, -0.055, -3.167], [2.014, 0.060, -1.914], [-0.221, 3.736, 0.507], [1.166, 2.753, 0.157], [1.302, 4.074, 1.298], [-1.981, 0.359, 0.774], [-1.410, 1.363, 2.845], [-1.196, -0.793, 3.909], [0.580, -2.151, 5.033], [2.943, -1.799, 4.446], [4.362, -0.395, 1.704], [4.580, -0.989, 3.308], [4.137, 2.001, 2.716], [5.710, 1.230, 2.987], [4.497, 1.283, 4.270], [3.566, 1.255, 0.812], [5.075, 1.331, -1.715], [4.363, 0.445, -4.171], [1.839, -0.461, -3.953], [-3.876, 1.486, 3.334], [-3.860, 2.782, 2.532], [-2.521, 3.304, 1.902], [-2.917, 4.676, 1.285], [-1.843, 5.445, 0.531], [-1.548, 3.665, 3.105], [-2.025, 4.366, 3.978], [-0.232, 3.290, 3.150], [0.333, 2.417, 2.152], [1.569, 1.837, 2.608], [-1.348, 1.145, 0.790], [-2.246, 2.322, 0.698], [-2.875, 2.451, -0.308], [-4.885, 1.315, 3.715], [-3.215, 1.532, 4.205], [-3.620, 0.601, 2.738], [-4.189, 3.591, 3.179], [-4.576, 2.717, 1.712], [-3.267, 5.272, 2.126], [-3.771, 4.503, 0.635], [-0.963, 5.643, 1.150], [-2.243, 6.412, 0.218], [-1.523, 4.928, -0.378], [0.326, 3.631, 3.920], [-0.896, -1.314, -2.723], [-0.173, -3.143, -2.577], [1.194, -3.432, -2.590], [1.654, -4.741, -2.490], [0.752, -5.791, -2.374], [-0.611, -5.527, -2.373], [-1.064, -4.215, -2.477], [-0.864, -0.954, -4.654], [-1.614, -1.839, -5.437], [-1.679, -1.705, -6.816], [-0.973, -0.690, -7.451], [-0.204, 0.182, -6.696], [-0.153, 0.044, -5.313], [-2.394, -1.479, -2.376], [1.917, -2.638, -2.668], [2.720, -4.940, -2.504], [1.110, -6.811, -2.296], [-1.324, -6.343, -2.304], [-2.137, -4.037, -2.492], [-2.169, -2.646, -4.968], [-2.280, -2.396, -7.397], [-1.018, -0.587, -8.528], [0.361, 0.971, -7.181], [0.481, 0.735, -4.759], [-0.223, -3.540, 1.625], [-1.685, -3.065, 1.577], [-1.735, -2.221, 0.327], [-0.437, -1.558, 0.286], [0.546, -2.570, 0.729], [-0.125, -4.554, 1.240], [0.163, -3.530, 2.640], [-1.938, -2.475, 2.456], [-2.390, -3.892, 1.511], [-2.515, -1.464, 0.298], [-1.838, -2.838, -0.554], [1.339, -2.033, 1.233], [0.935, -3.051, -0.155], [-0.746, 2.020, -2.426]], "lowdin_spin": [1.46, 0.00, 0.03, 0.21, 0.00, 0.31, 0.00, 0.21, 0.03, 0.01, 0.04, 0.02, 0.01, 0.02, 0.03, 0.01, 0.03, 0.02, 0.00, 0.00, 0.00, 0.00, 0.00, 0.00, 0.02, -0.01, 0.01, 0.00, 0.00, 0.00, 0.00, 0.00, 0.00, 0.00, 0.00, 0.00, 0.00, 0.00, 0.00, 0.00, 0.00, 0.00, 0.00, 0.01, 0.05, 0.02, -0.01, -0.03, 0.00, 0.00, 0.00, 0.00, 0.00, 0.00, 0.00, 0.00, 0.00, 0.00, 0.00, 0.00, 0.00, 0.00, 0.00, 0.00, 0.00, 0.00, -0.01, 0.00, 0.00, 0.00, 0.00, -0.02, 0.01, 0.00, 0.00, 0.00, 0.00, 0.00, 0.00, 0.00, 0.00, 0.00, -0.02, 0.01, 0.00, 0.00, 0.05, 0.01, 0.00, 0.00, 0.00, 0.00, 0.00, 0.00, 0.00, 0.00, -0.55]}